Record 1
The following is a DFT calculation (wB97M-V/def2-TZVPD) of C10H11Cl in the gas phase.

SMILES = C=C(Cl)[C@@H]1C=CC=C/C1=C\C
orbital gap = 8.51 eV
calculated total energy = -847.7114 hartree
lowest unoccupied orbital energy = 0.0204 hartree
ΔE to the lowest compared entry with this formula, charge and spin = 52.1 kcal per mole

ORCA input file:
```
! RIJCOSX wB97M-V def2-TZVPD def2/J DEFGRID3
* xyz 0 1
C -0.183 1.682 -2.618
C 0.347 0.684 -1.931
Cl 1.088 -0.881 -2.353
C 0.352 0.869 -0.365
C 1.796 0.897 0.043
C 2.368 -0.188 0.560
C 1.591 -1.364 0.952
C 0.252 -1.442 0.728
C -0.439 -0.142 0.342
C -1.670 0.106 0.789
C -2.512 -0.898 1.493
H -0.512 2.466 -2.084
H -0.227 1.655 -3.714
H 0.099 1.908 -0.185
H 2.431 1.610 -0.254
H 3.462 -0.242 0.825
H 2.194 -2.091 1.305
H -0.339 -2.210 0.891
H -1.985 1.034 0.559
H -2.479 -1.862 0.979
H -2.005 -1.020 2.432
H -3.630 -0.572 1.607
*
```

***

Record 2
The following is a DFT calculation (wB97M-V/def2-TZVPD) of C40H29BF4N6PSSeSn as an isolated structure.

orbital gap = 4.17 eV
calculated total energy = -5649.1281 hartree
lowest unoccupied orbital energy = -0.4174 hartree
ΔE to the lowest compared entry with this formula, charge and spin = 48.1 kcal per mole

ORCA input file:
```
! RIJCOSX wB97M-V def2-TZVPD def2/J DEFGRID3
* xyz 3 1
Sn -1.134 -0.292 -0.656
Se 4.401 -0.109 5.020
N 4.498 -0.160 3.252
C 3.270 -0.118 2.799
C 2.931 -0.145 1.385
C 3.885 -0.222 0.366
C 3.470 -0.224 -0.949
C 2.108 -0.160 -1.221
N 1.193 -0.095 -0.256
C 1.585 -0.091 1.027
C 0.530 -0.029 2.030
N -0.748 -0.011 1.588
C -1.744 0.037 2.483
C -1.512 0.066 3.852
C -0.213 0.034 4.313
C 0.835 -0.004 3.389
C 2.236 -0.039 3.785
N 2.632 -0.018 5.033
H 4.934 -0.281 0.631
H 4.179 -0.281 -1.763
H 1.744 -0.160 -2.243
H -2.751 0.040 2.096
H -2.351 0.096 4.532
H 0.017 0.029 5.371
C -0.598 3.737 -5.074
C 0.101 4.469 -4.125
C 0.059 4.101 -2.791
C -0.734 3.007 -2.409
C -1.454 2.282 -3.367
C -1.380 2.648 -4.696
P -0.924 2.632 -0.693
C -2.422 3.276 0.013
C -2.479 4.680 0.039
C -3.633 5.281 0.507
C -4.709 4.508 0.935
C -4.639 3.123 0.909
C -3.489 2.503 0.444
C 0.475 3.048 0.257
C 0.300 3.365 1.619
C 1.401 3.674 2.393
C 2.673 3.642 1.829
C 2.859 3.304 0.489
C 1.770 2.988 -0.295
H -0.534 4.014 -6.118
H 0.679 5.333 -4.423
H 0.594 4.684 -2.053
H -2.087 1.452 -3.070
H -1.929 2.091 -5.443
H -1.650 5.288 -0.302
H -3.692 6.360 0.537
H -5.610 4.995 1.284
H -5.475 2.519 1.233
H -3.453 1.429 0.397
H -0.697 3.404 2.041
H 1.274 3.955 3.430
H 3.533 3.888 2.439
H 3.854 3.297 0.066
H 1.906 2.719 -1.334
F -2.949 -1.108 0.288
B -4.124 -0.643 -0.593
F -4.626 -1.702 -1.220
F -3.314 0.186 -1.500
F -4.923 0.113 0.174
S -0.705 -6.953 -0.824
C -0.756 -5.175 -0.787
C -0.879 -4.494 0.426
C -0.917 -3.120 0.437
N -0.823 -2.409 -0.705
C -0.728 -3.052 -1.888
C -0.693 -4.424 -1.961
C 1.086 -7.081 -0.898
C 1.805 -7.255 0.273
C 3.190 -7.326 0.177
N 3.849 -7.234 -0.972
C 3.142 -7.095 -2.088
C 1.755 -7.015 -2.110
H -0.956 -5.041 1.355
H -1.031 -2.568 1.359
H -0.682 -2.445 -2.784
H -0.636 -4.909 -2.925
H 1.309 -7.352 1.229
H 3.793 -7.468 1.066
H 3.707 -7.054 -3.011
H 1.222 -6.932 -3.048
*
```

***

Record 3
The following is a DFT calculation (wB97M-V/def2-TZVPD) of C5H8O in the gas phase.

orbital gap = 9.42 eV
calculated total energy = -270.4274 hartree
lowest unoccupied orbital energy = 0.0325 hartree
ΔE to the lowest compared entry with this formula, charge and spin = 81.9 kcal per mole

ORCA input file:
```
! RIJCOSX wB97M-V def2-TZVPD def2/J DEFGRID3
* xyz 0 1
C -0.982 -0.524 -0.019
C -0.689 -0.150 -1.474
C 1.569 -0.845 0.210
O 2.070 0.384 0.304
C 0.930 0.967 0.990
C 0.248 -0.401 0.882
H -1.791 0.102 0.382
H -1.338 -1.560 0.026
H -0.484 0.921 -1.588
H -1.534 -0.395 -2.125
H 0.186 -0.699 -1.839
H 0.503 1.799 0.421
H 1.227 1.303 1.986
H 0.085 -0.900 1.844
*
```

***

Record 4
The following is a DFT calculation (wB97M-V/def2-TZVPD) of C22H25ClN2PRhS as an isolated structure.

orbital gap (alpha / beta) = 8.55 / 4.70 eV
calculated total energy = -2272.4565 hartree
lowest unoccupied orbital energy (alpha / beta) = -0.2108 / -0.3653 hartree

ORCA input file:
```
! RIJCOSX wB97M-V def2-TZVPD def2/J DEFGRID3
* xyz 2 5
Rh -0.079 0.292 1.205
Cl -0.127 1.670 3.085
P -0.146 0.601 -0.826
C -1.502 -0.232 -1.703
C -1.291 -0.992 -2.864
C -2.402 -1.528 -3.527
C -3.685 -1.360 -3.005
C -3.878 -0.657 -1.809
C -2.776 -0.105 -1.144
C -0.386 2.396 -1.177
C 0.464 3.287 -0.514
C 0.315 4.664 -0.719
C -0.693 5.140 -1.559
C -1.543 4.245 -2.217
C -1.390 2.865 -2.035
C 1.420 0.232 -1.691
C 2.480 -0.275 -0.944
C 3.713 -0.502 -1.570
C 3.868 -0.216 -2.930
C 2.805 0.310 -3.669
C 1.573 0.551 -3.051
H 1.206 2.900 0.187
H 0.986 5.354 -0.212
H -0.822 6.212 -1.701
H -2.333 4.608 -2.870
H -2.045 2.160 -2.549
H -0.283 -1.147 -3.242
H -2.245 -2.079 -4.455
H -4.541 -1.786 -3.525
H -4.871 -0.532 -1.394
H -2.893 0.414 -0.188
H 2.331 -0.478 0.124
H 4.542 -0.897 -0.993
H 4.824 -0.398 -3.417
H 2.916 0.540 -4.727
H 0.740 0.978 -3.611
H -0.274 -5.732 -4.617
H 0.487 -5.698 -4.583
S 0.001 -1.802 1.714
C 0.213 -1.658 3.447
N 1.422 -1.433 3.973
C 1.539 -1.106 5.400
C 0.661 -2.065 6.172
C -0.770 -1.943 5.715
N -0.826 -1.896 4.248
H 2.090 -0.973 3.344
H 1.204 -0.068 5.548
H 2.593 -1.190 5.677
H 0.728 -1.843 7.232
H 1.009 -3.090 6.029
H -1.224 -1.025 6.110
H -1.373 -2.796 6.036
H -1.735 -1.916 3.786
*
```

***

Record 5
The following is a DFT calculation (wB97M-V/def2-TZVPD) of an isolated ion of composition C7H9N2O3S3 and charge -1.

SMILES = O=S(=O)([O-])CCCSC(=S)n1ccnc1
orbital gap = 6.91 eV
calculated total energy = -1801.6640 hartree
lowest unoccupied orbital energy = 0.0707 hartree

ORCA input file:
```
! RIJCOSX wB97M-V def2-TZVPD def2/J DEFGRID3
* xyz -1 1
O -0.420 3.236 -1.543
S 0.945 2.363 -2.074
O 1.627 3.109 -3.286
O 2.074 2.284 -0.972
C 0.571 0.579 -2.581
C -1.015 0.267 -2.834
C -1.869 -0.180 -1.511
S -1.021 -1.409 -0.382
C -0.287 -0.507 1.095
S -0.307 1.227 1.110
N 0.369 -1.157 2.299
C -0.394 -0.859 3.594
C 0.556 -1.626 4.711
N 1.723 -2.272 3.953
C 1.627 -1.981 2.455
H 1.121 -0.151 -1.849
H 1.110 0.439 -3.637
H -1.502 1.288 -3.214
H -1.113 -0.507 -3.706
H -2.849 -0.727 -1.919
H -2.286 0.785 -0.945
H -1.396 -0.243 3.751
H 0.380 -1.653 5.889
H 2.354 -2.304 1.596
*
```

***

Record 6
The following is a DFT calculation (wB97M-V/def2-TZVPD) of C2H5NS in the gas phase.

SMILES = [H]/N=C/SC
orbital gap = 9.83 eV
calculated total energy = -532.0944 hartree
lowest unoccupied orbital energy = 0.0315 hartree
ΔE to the lowest compared entry with this formula, charge and spin = 30.2 kcal per mole

ORCA input file:
```
! RIJCOSX wB97M-V def2-TZVPD def2/J DEFGRID3
* xyz 0 1
H -0.422 2.542 -1.621
N -0.324 1.481 -1.890
C -0.097 0.808 -0.816
S -0.001 -0.913 -0.840
C 0.283 -1.251 0.940
H -0.227 1.155 0.130
H 0.745 -2.127 1.167
H -0.728 -1.394 1.507
H 0.770 -0.300 1.423
*
```

***

Record 7
The following is a DFT calculation (wB97M-V/def2-TZVPD) of an isolated ion of composition C4H10NOS and charge +1.

orbital gap (alpha / beta) = 7.68 / 7.53 eV
calculated total energy = -686.2232 hartree
lowest unoccupied orbital energy (alpha / beta) = -0.1857 / -0.1893 hartree
ΔE to the lowest compared entry with this formula, charge and spin = 92.7 kcal per mole

ORCA input file:
```
! RIJCOSX wB97M-V def2-TZVPD def2/J DEFGRID3
* xyz 1 1
C 0.392 -0.199 1.122
C -1.044 -0.393 1.730
C -0.535 -0.519 -1.058
C 1.534 0.825 -0.855
N 0.220 0.373 -0.219
O -1.340 0.133 -1.948
S -2.010 -1.559 0.825
H 0.909 0.497 1.758
H 0.858 -1.219 0.961
H -0.653 -0.749 2.757
H -1.676 0.468 2.085
H -0.025 -1.402 -1.362
H 2.222 0.034 -1.049
H 1.300 1.219 -1.857
H 2.119 1.640 -0.290
H -0.440 1.165 -0.060
H -1.830 -0.315 -2.539
*
```

***

Record 8
The following is a DFT calculation (wB97M-V/def2-TZVPD) of a 12-piece molecular cluster, C38H107N7O12 overall.

SMILES = COC[C@H](C)N.COC[C@H](C)N.COC[C@H](C)N.COC[C@H](C)N.COC[C@H](C)N.COC[C@H](C)N.COC[C@H](C)N.CCO.CCO.CCO.CCO.CCO
orbital gap = 9.36 eV
calculated total energy = -2797.8490 hartree
lowest unoccupied orbital energy = 0.0050 hartree
ΔE to the lowest compared entry with this formula, charge and spin = 110.2 kcal per mole

ORCA input file:
```
! RIJCOSX wB97M-V def2-TZVPD def2/J DEFGRID3
* xyz 0 1
C 6.377 -1.132 -11.395
O 5.322 -0.237 -11.284
C 4.832 0.111 -10.014
C 4.130 -1.055 -9.348
C 2.804 -1.356 -10.082
N 3.657 -0.601 -8.015
H 7.170 -0.961 -10.667
H 6.806 -1.126 -12.397
H 5.960 -2.112 -11.163
H 5.688 0.464 -9.440
H 4.279 1.041 -10.149
H 4.779 -1.915 -9.186
H 2.107 -0.519 -10.128
H 2.284 -2.170 -9.579
H 3.091 -1.726 -11.067
H 4.497 -0.414 -7.486
H 3.228 -1.390 -7.552
C -2.596 8.580 5.857
O -1.529 7.948 6.557
C -1.295 6.575 6.184
C -0.131 6.467 5.162
C 0.150 5.018 4.720
N 1.104 6.998 5.754
H -2.582 8.458 4.774
H -2.538 9.651 6.049
H -3.562 8.272 6.255
H -0.997 6.102 7.120
H -2.191 6.085 5.804
H -0.368 7.014 4.250
H 1.038 4.980 4.089
H -0.760 4.668 4.232
H 0.311 4.458 5.641
H 1.259 6.565 6.653
H 0.864 7.949 5.994
C -5.968 -3.354 1.715
O -6.330 -4.682 2.060
C -7.269 -5.288 1.155
C -8.716 -4.754 1.308
C -9.334 -4.978 2.711
N -9.642 -5.268 0.362
H -5.793 -3.177 0.654
H -5.037 -3.147 2.242
H -6.696 -2.602 2.022
H -6.953 -5.101 0.129
H -7.308 -6.369 1.289
H -8.631 -3.686 1.104
H -9.164 -6.032 2.932
H -10.418 -4.867 2.735
H -8.838 -4.373 3.470
H -9.775 -6.252 0.542
H -10.519 -4.857 0.647
C -0.449 -3.777 5.647
O -1.639 -4.492 5.921
C -1.708 -5.757 5.182
C -2.851 -6.564 5.753
C -3.087 -7.886 5.083
N -4.118 -5.886 5.777
H 0.453 -4.325 5.922
H -0.475 -2.851 6.221
H -0.415 -3.550 4.582
H -1.909 -5.621 4.119
H -0.829 -6.400 5.121
H -2.673 -6.824 6.796
H -2.166 -8.469 5.061
H -3.385 -7.702 4.051
H -3.883 -8.480 5.532
H -3.944 -4.960 6.141
H -4.302 -5.635 4.816
C 3.498 5.710 -0.112
O 4.502 6.287 0.683
C 4.272 7.690 0.984
C 5.368 8.288 1.907
C 6.732 8.244 1.176
N 5.462 7.523 3.120
H 2.518 5.864 0.339
H 3.687 4.643 -0.229
H 3.496 6.238 -1.065
H 4.119 8.352 0.131
H 3.275 7.775 1.417
H 5.240 9.313 2.254
H 6.852 9.028 0.428
H 6.962 7.238 0.822
H 7.526 8.439 1.897
H 5.591 6.571 2.807
H 4.551 7.445 3.549
C -8.414 0.038 5.324
O -7.173 0.405 5.872
C -6.403 -0.702 6.374
C -5.081 -0.198 6.993
C -4.164 0.569 6.132
N -4.376 -1.286 7.687
H -8.763 0.954 4.847
H -9.113 -0.174 6.133
H -8.295 -0.690 4.521
H -6.979 -1.132 7.194
H -6.266 -1.472 5.616
H -5.355 0.531 7.756
H -4.720 1.386 5.671
H -3.675 0.017 5.330
H -3.390 1.031 6.745
H -3.718 -1.808 7.127
H -3.681 -0.871 8.291
C 6.788 0.454 -3.996
O 7.117 -0.622 -4.861
C 8.443 -0.548 -5.354
C 8.760 -1.744 -6.302
C 8.804 -3.043 -5.535
N 10.006 -1.616 -7.011
H 7.406 0.496 -3.100
H 5.745 0.437 -3.679
H 6.882 1.431 -4.472
H 8.477 0.387 -5.912
H 9.156 -0.510 -4.530
H 7.955 -1.735 -7.036
H 7.825 -3.521 -5.571
H 8.988 -2.869 -4.475
H 9.587 -3.773 -5.737
H 10.724 -1.689 -6.304
H 10.157 -2.444 -7.568
C -2.749 -0.781 -7.884
C -3.235 -1.757 -6.821
O -2.500 -2.985 -6.837
H -3.435 0.055 -8.023
H -2.725 -1.221 -8.881
H -1.787 -0.344 -7.618
H -4.262 -2.050 -7.040
H -3.185 -1.309 -5.829
H -3.137 -3.702 -6.867
C -4.788 4.468 0.054
C -6.014 3.751 -0.371
O -5.712 2.354 -0.506
H -4.470 4.040 1.005
H -5.029 5.470 0.408
H -3.930 4.444 -0.618
H -6.231 4.252 -1.314
H -6.897 3.885 0.254
H -6.393 2.085 -1.126
C 5.406 -0.604 3.727
C 3.996 -0.196 3.097
O 3.433 -1.348 2.514
H 5.996 -1.174 3.009
H 5.283 -1.331 4.530
H 6.052 0.171 4.138
H 4.108 0.587 2.347
H 3.358 0.256 3.856
H 3.135 -1.129 1.628
C -0.873 0.542 0.540
C -0.721 -0.551 -0.512
O 0.581 -0.486 -1.169
H -0.639 1.522 0.125
H -0.173 0.463 1.372
H -1.836 0.570 1.051
H -1.554 -0.617 -1.211
H -0.739 -1.560 -0.100
H 0.596 -1.018 -1.969
C 3.667 -4.162 -4.090
C 2.313 -4.549 -4.645
O 1.608 -3.336 -4.753
H 3.673 -3.575 -3.171
H 4.136 -3.437 -4.755
H 4.382 -4.982 -4.033
H 1.759 -5.276 -4.051
H 2.493 -5.028 -5.608
H 0.714 -3.469 -5.075
*
```

***

- calculated total energy of number 5 (C7H9N2O3S3)?
  -1801.6640 hartree